[1]
The following is a quantum chemistry calculation of a molecular structure, C11H12N2O, from the Open Molecules 2025 dataset.

```
26
Properties=species:S:1:pos:R:3:mulliken_charge:R:1
C -1.9465 1.2564 1.4711 -0.229
C -2.1773 0.3078 0.3078 -1.111
C -1.1436 -0.8031 0.3470 0.487
C -1.0194 -1.9188 1.2515 -0.635
C 0.1920 -2.6502 1.3741 -0.169
C 1.3425 -1.2923 -0.1737 -0.041
C 2.5781 -1.0267 -0.7851 -0.279
C 2.7165 -0.0548 -1.7075 -0.631
C 1.4473 0.5642 -2.0777 0.773
C 0.1647 0.3843 -1.4547 -0.348
C 0.1275 -0.5142 -0.3603 0.451
H -0.2407 1.9147 0.9801 0.232
H -1.2806 3.5388 1.0903 0.239
H -3.0370 1.5896 2.1565 0.294
H -1.3152 0.5376 2.4622 0.223
H -3.0874 -0.3089 0.4004 0.326
H -2.2105 0.8471 -0.5428 0.663
H -1.8530 -1.9413 1.9962 0.334
H 0.1448 -3.6147 2.0523 0.261
H 3.6086 -1.5317 -0.4422 0.248
H 3.6371 0.2121 -2.3320 0.277
H 2.5281 1.9536 -2.9680 0.336
H -0.8334 0.9547 -1.6354 0.013
N -1.1709 2.3644 0.9038 -0.561
N 1.3420 -2.3678 0.7581 -0.579
O 1.4864 1.5992 -3.0721 -0.573
```

Values from the calculation:
largest force on an atom = 5.80 eV Å⁻¹
LUMO energy = 0.07 eV
HOMO-LUMO gap = 0.3008 Ha
ΔE to the lowest compared entry with this formula, charge and spin = 132.5 kcal per mole
HOMO energy = -8.117 eV
total energy = -16624.309 eV
total charge = 0

[2]
The following is a quantum chemistry calculation of a molecular structure, C3H2CrO2, from the Open Molecules 2025 dataset.

```
8
Properties=species:S:1:pos:R:3:mulliken_charge:R:1
H -0.9465 -1.8233 -0.2883 -0.029
Cr -0.7109 -1.7526 -2.1551 -0.171
O -0.7660 0.4643 -0.5721 -0.086
O 1.2914 0.0649 -0.5661 -0.025
C -0.4579 -0.1086 0.7086 -0.318
C 0.9309 0.0062 0.8461 -0.514
C 0.2552 0.1984 -1.3590 -0.102
H -1.1850 0.1946 1.4660 0.246
```

Values from the calculation:
largest force on an atom = 4.01 eV Å⁻¹
⟨S²⟩ = 8.796
LUMO energy (alpha / beta) = 2.91 / 2.61 eV
HOMO-LUMO gap (alpha / beta) = 0.2027 / 0.2117 Ha
HOMO energy (alpha / beta) = -2.605 / -3.152 eV
total energy = -35652.947 eV
2S+1 = 6
total charge = -1

[3]
The following is a quantum chemistry calculation of 2 unconnected molecules or ions with the total composition C2H10N2, from the Open Molecules 2025 dataset.

```
14
Properties=species:S:1:pos:R:3:mulliken_charge:R:1
C -1.2671 -1.7829 0.4744 -0.852
N -0.7708 -0.4127 0.3266 -0.369
C -1.4464 0.2883 -0.7590 -0.788
H -2.3056 -1.7513 0.7934 0.317
H -1.2476 -2.3441 -0.4715 0.315
H -0.6606 -2.2915 1.2165 0.309
H 0.2004 -0.5243 0.0295 0.206
H -1.0295 0.1950 -1.7649 0.283
H -1.4852 1.3641 -0.5691 0.273
H -2.4802 -0.0418 -0.8708 0.305
N 3.0590 2.0132 0.2046 -0.648
H 2.5413 2.1032 1.0822 0.227
H 2.8463 1.0698 -0.1074 0.201
H 4.0459 2.1149 0.4155 0.222
```

Values from the calculation:
largest force on an atom = 0.96 eV Å⁻¹
LUMO energy = 0.95 eV
HOMO-LUMO gap = 0.3670 Ha
ΔE to the lowest compared entry with this formula, charge and spin = 12.2 kcal per mole
HOMO energy = -9.040 eV
total energy = -5215.823 eV
total charge = 0